Here is C37H20BrF10N4O4PPbS4 as an isolated structure from OMol25. Energies are from wB97M-V/def2-TZVPD.

```
82
Properties=species:S:1:pos:R:3:forces:R:3
Pb 0.3161 0.3590 1.2097 0.4 -0.2 -0.6
N 10.0178 3.1353 -2.3418 0.0 0.0 0.0
C 8.9482 2.8592 -2.0229 0.4 0.1 -0.1
C 7.6088 2.5312 -1.6514 -0.4 0.0 0.1
C 7.3561 1.7269 -0.5407 0.1 0.0 -0.1
C 6.0490 1.4498 -0.1831 -0.1 0.0 0.0
C 4.9879 1.9571 -0.9268 0.2 0.0 0.0
C 5.2466 2.7424 -2.0472 0.0 0.0 0.0
C 6.5479 3.0405 -2.4032 0.1 0.0 0.0
C 3.5798 1.6834 -0.5142 -0.2 0.1 0.3
C 3.1910 2.3149 0.6465 0.3 0.0 -0.1
C 3.9873 3.3113 1.3257 0.0 0.1 0.1
C 3.2972 3.6731 2.4406 0.2 0.1 -0.1
C 2.1010 2.8960 2.4312 0.0 0.0 -0.1
N 2.0303 2.1070 1.3834 0.0 0.2 0.2
C 2.8922 0.8303 -1.4179 0.3 -0.1 -0.2
C 3.5582 0.0420 -2.3681 -0.1 0.1 0.0
C 2.6116 -0.5104 -3.2235 0.0 0.0 0.0
C 1.3869 -0.0289 -2.8168 0.1 0.0 -0.1
N 1.5336 0.7603 -1.7202 0.2 -0.3 -0.2
H 8.1781 1.3234 0.0345 0.0 0.0 0.0
H 5.8352 0.8297 0.6772 0.0 0.0 0.0
H 4.4208 3.1337 -2.6265 0.0 0.0 0.0
H 6.7525 3.6618 -3.2643 0.0 0.0 0.0
H 4.9264 3.7067 0.9762 0.0 0.0 0.0
H 3.5739 4.3943 3.1912 0.0 0.1 0.0
H 1.3002 2.9185 3.1553 0.0 -0.1 0.0
H 4.6214 -0.1221 -2.4059 0.0 0.1 0.0
H 2.7802 -1.1863 -4.0431 0.0 -0.1 0.0
H 0.4118 -0.1820 -3.2369 0.0 0.0 0.1
F -5.4254 3.8195 4.7126 0.0 0.0 0.0
C -4.9016 2.9663 3.8319 0.0 0.0 -0.1
C -5.2522 1.6342 3.8525 0.0 0.0 0.0
F -6.1337 1.1978 4.7574 0.0 0.0 0.0
C -4.7234 0.7520 2.9214 -0.1 0.1 -0.2
F -5.2193 -0.4858 2.9886 0.0 0.0 0.1
C -3.8068 1.1349 1.9470 0.2 0.0 0.1
P -2.7903 -0.0456 0.8649 -1.0 0.2 0.5
C -3.0360 -1.6429 1.7550 0.0 0.0 -0.1
C -4.1453 -2.4712 1.5916 0.0 -0.1 0.1
C -4.2178 -3.6896 2.2427 -0.1 0.0 -0.1
C -3.1788 -4.1165 3.0559 0.0 0.0 0.0
C -2.0710 -3.3052 3.2242 0.0 -0.1 0.1
C -2.0090 -2.0757 2.5883 0.0 0.1 -0.1
C -3.9433 -0.1900 -0.5651 0.1 0.0 0.0
C -4.5741 0.9519 -1.0573 -0.1 0.0 0.0
C -5.4161 0.8795 -2.1557 0.0 0.0 0.0
C -5.6423 -0.3346 -2.7836 0.0 0.0 -0.1
C -4.9910 -1.4691 -2.3271 0.0 -0.1 0.0
C -4.1390 -1.3977 -1.2354 0.1 0.1 -0.1
C -3.4915 2.5039 1.9421 -0.3 0.0 0.1
Br -2.3940 3.2438 0.6152 0.2 0.0 -0.1
C -4.0349 3.3995 2.8483 0.1 -0.1 -0.2
F -3.7401 4.7007 2.7755 -0.1 0.0 0.2
H -4.9795 -2.1556 0.9825 0.0 0.0 0.0
H -5.0913 -4.3147 2.1062 0.0 0.0 0.0
H -3.2404 -5.0745 3.5562 0.0 0.0 0.0
H -1.2422 -3.6280 3.8396 0.0 0.0 0.0
H -1.1451 -1.4497 2.7517 0.0 0.0 0.0
H -4.4034 1.9135 -0.5961 0.0 0.0 0.0
H -5.8908 1.7803 -2.5233 0.0 0.0 0.0
H -6.3105 -0.3949 -3.6331 0.0 0.0 0.0
H -5.1451 -2.4217 -2.8179 0.0 0.0 0.0
H -3.6246 -2.2886 -0.9066 0.0 -0.1 0.0
F 2.4011 -5.4036 -1.0717 0.0 0.0 0.1
C 3.0189 -4.3159 -0.6089 -0.2 0.0 -0.2
F 3.7938 -4.6868 0.4144 -0.1 0.2 0.1
F 3.8109 -3.8458 -1.5788 0.0 0.0 0.0
S 1.7920 -3.0098 -0.0839 0.7 -0.3 -0.1
O 2.6158 -1.8382 0.0490 -0.1 0.1 -0.1
O 1.1457 -3.4999 1.0966 -0.2 -0.2 0.2
N 0.8892 -3.0217 -1.3833 -0.3 0.3 0.5
S -0.6699 -2.8522 -1.1736 -0.1 0.4 -0.5
O -1.3935 -4.0345 -0.8323 -0.1 -0.2 0.1
O -1.0346 -1.6261 -0.4802 0.3 -0.5 -0.5
C -1.1343 -2.5363 -2.9786 0.3 -0.1 -0.2
F -2.1450 -3.3259 -3.3476 0.0 0.0 0.2
F -1.5070 -1.2711 -3.1793 -0.1 0.0 0.2
F -0.1077 -2.7872 -3.7991 -0.1 0.0 0.0
S -0.7376 1.9493 -2.0323 0.1 0.0 0.2
C 0.4125 1.3318 -1.0601 -0.6 0.1 0.2
S -0.8486 1.4897 3.1822 -0.1 0.2 0.5
```
Positions in Å, forces in eV/Å.

The expectation value of S² is 0.7591. Its spin multiplicity is 2. The charge is -1. The value obtained for the frontier orbital gap (alpha / beta) is 5.930 / 5.701 eV.

---

Here is C27H52I2NO12S2 as an isolated structure from OMol25. Energies are from wB97M-V/def2-TZVPD.

```
96
Properties=species:S:1:pos:R:3:forces:R:3
C 2.2500 1.6186 3.8187 0.3 0.3 -0.1
C 2.4851 2.5790 2.4927 -3.5 2.8 0.6
I 4.1019 2.0075 1.1316 -1.2 0.4 1.2
C 1.6316 3.7942 2.2278 3.2 -4.2 0.1
I 2.1428 4.9976 0.4326 -0.9 -0.7 1.7
S 0.1970 4.3395 3.3286 -2.7 4.7 2.5
O -0.8025 5.2339 2.5104 3.6 -3.3 2.0
O 0.8334 5.1628 4.5130 -1.5 -3.5 -4.1
N -0.6718 3.0182 4.0800 -0.8 1.1 -2.8
S -2.0436 2.5034 3.1298 2.4 -5.4 -2.4
O -2.3725 1.0360 3.5983 0.4 5.0 -0.3
O -1.7896 2.4140 1.6051 -1.1 1.5 4.5
H 3.0305 0.7229 3.8473 -1.5 2.3 -0.1
H 2.3752 2.3448 4.7582 -0.2 -1.8 -2.2
H 1.1812 1.1284 3.8545 2.0 1.3 -0.4
H -3.1849 3.2785 3.4800 1.3 -0.5 -0.5
C -4.4882 -0.2967 6.1647 -0.3 -0.4 -0.1
C -5.7192 0.4251 6.6440 -1.1 -0.9 0.1
O -6.7934 -0.1602 6.7719 1.1 0.7 -0.1
C -5.5849 1.8904 6.9609 -0.5 0.1 0.1
H -4.7341 -1.3469 5.9748 0.0 0.2 0.1
H -4.1326 0.1529 5.2342 0.3 0.1 0.1
H -3.7097 -0.2526 6.9305 0.1 0.2 -0.2
H -5.2783 2.4376 6.0659 0.2 0.0 0.2
H -4.8554 2.0320 7.7623 0.1 0.1 -0.2
H -6.5527 2.2795 7.2952 0.2 -0.1 -0.1
C -2.9885 -1.2354 -1.2504 0.4 0.1 -0.3
C -1.9051 -1.1504 -0.2088 1.2 0.1 -0.3
O -0.7223 -1.0348 -0.5257 -1.2 -0.3 0.2
C -2.3248 -1.2121 1.2354 0.5 0.0 0.1
H -2.5388 -1.1779 -2.2473 -0.1 -0.1 0.2
H -3.5172 -2.1877 -1.1596 -0.1 0.2 0.0
H -3.6843 -0.4010 -1.1317 -0.1 -0.3 0.1
H -2.8238 -2.1633 1.4370 -0.2 0.1 -0.1
H -2.9910 -0.3766 1.4649 0.0 -0.1 0.1
H -1.4382 -1.1391 1.8744 -0.3 0.1 -0.1
C 0.0774 -4.1759 -1.5807 -0.3 0.0 0.2
C -0.7045 -4.0020 -2.8551 -1.6 -0.1 0.2
O -1.9332 -4.0572 -2.8631 1.5 0.0 -0.1
C 0.0750 -3.7578 -4.1195 -0.4 0.1 -0.4
H -0.6158 -4.3447 -0.7498 0.1 0.1 -0.2
H 0.7387 -5.0418 -1.6658 0.1 0.1 0.0
H 0.6574 -3.2728 -1.3744 0.1 -0.1 0.0
H 0.7361 -4.6051 -4.3178 0.1 0.2 0.1
H 0.6548 -2.8361 -4.0264 0.2 -0.2 0.0
H -0.6199 -3.6514 -4.9593 0.1 0.0 0.2
C 1.8549 1.2406 7.4951 0.0 0.3 -0.4
C 3.2462 0.7083 7.2783 0.8 0.6 -1.4
O 3.9291 1.0761 6.3237 -0.7 -0.6 1.5
C 3.7697 -0.2911 8.2748 0.5 -0.1 -0.2
H 1.6106 1.9522 6.6993 0.0 -0.2 0.2
H 1.1341 0.4198 7.4637 0.0 0.1 0.2
H 1.8007 1.7583 8.4561 -0.1 -0.2 0.0
H 3.1343 -1.1802 8.2781 0.0 0.1 0.2
H 3.8009 0.1584 9.2705 -0.2 -0.1 0.0
H 4.7855 -0.5873 7.9920 -0.2 0.1 0.0
C 2.7665 0.3367 -6.3889 0.5 -0.3 0.0
C 2.7461 0.1065 -4.9015 1.1 -0.8 0.8
O 3.6298 -0.5420 -4.3435 -1.1 0.7 -0.7
C 1.6028 0.7005 -4.1231 0.2 -0.2 0.5
H 3.6485 -0.1494 -6.8193 -0.2 0.1 0.1
H 1.8719 -0.0957 -6.8440 0.0 0.3 0.0
H 2.8202 1.4080 -6.5984 -0.2 -0.1 -0.1
H 0.6564 0.2843 -4.4772 0.0 0.2 -0.1
H 1.6047 1.7880 -4.2316 -0.2 -0.1 -0.1
H 1.7192 0.4539 -3.0623 -0.1 0.1 -0.2
C 1.3995 -2.2806 -10.6924 0.5 0.1 -0.2
C 1.2463 -1.0557 -9.8308 1.2 1.2 0.1
O 2.1303 -0.2026 -9.7707 -1.2 -1.1 -0.1
C -0.0303 -0.9150 -9.0459 0.1 0.4 0.2
H 2.3693 -2.2481 -11.2001 -0.2 0.0 0.1
H 1.3598 -3.1789 -10.0713 -0.2 0.0 -0.1
H 0.6099 -2.3047 -11.4476 -0.1 -0.2 0.2
H -0.1337 -1.7524 -8.3514 -0.2 0.0 -0.2
H -0.8837 -0.8782 -9.7277 0.0 -0.2 0.1
H -0.0014 0.0163 -8.4701 0.0 -0.2 -0.2
C -6.0787 1.9130 -1.5548 0.4 -0.2 -0.2
C -6.7255 0.6245 -1.1217 0.8 -1.5 -0.3
O -6.1866 -0.4616 -1.3288 -0.8 1.4 0.3
C -8.0568 0.7163 -0.4254 -0.1 -0.5 0.1
H -5.1235 1.6932 -2.0435 -0.2 0.0 0.1
H -6.7249 2.4318 -2.2674 0.0 0.1 0.2
H -5.8887 2.5446 -0.6834 -0.1 0.1 -0.1
H -8.7911 1.1818 -1.0876 0.0 0.2 0.2
H -7.9550 1.2946 0.4964 -0.1 0.1 -0.1
H -8.4033 -0.2910 -0.1707 0.1 0.2 -0.1
C 6.5984 -1.0937 -0.6102 -0.3 0.4 -0.1
C 7.7681 -0.1864 -0.3367 -0.3 1.7 -0.3
O 7.6859 1.0294 -0.5037 0.2 -1.6 0.2
C 9.0420 -0.8242 0.1491 0.3 0.4 0.1
H 5.7480 -0.4956 -0.9545 0.2 -0.1 0.1
H 6.8600 -1.8118 -1.3914 0.0 -0.1 0.2
H 6.3109 -1.6157 0.3059 0.1 -0.1 -0.1
H 9.4125 -1.5302 -0.5983 -0.1 -0.1 0.2
H 8.8635 -1.3342 1.0991 0.0 -0.2 -0.2
H 9.7996 -0.0487 0.3046 -0.2 -0.2 0.0
```
Positions in Å, forces in eV/Å.

The charge is -1. The value obtained for the frontier orbital gap is 7.827 eV.

---

Number 1: molecular weight 1220.92 g mol⁻¹, DFT total energy -7641.5628 hartree. Number 2: molecular weight 900.65 g mol⁻¹, DFT total energy -3409.2177 hartree.